[1]
The following is a DFT calculation (wB97M-V/def2-TZVPD) of a molecular structure, C47H52CoFN3O3P.

Structure (XYZ):
```
108
Properties=species:S:1:pos:R:3:lowdin_spin:R:1
Co 0.451 2.330 -0.732 1.103
C 3.589 6.403 -0.028 -0.001
C 3.449 5.924 1.419 0.000
C 4.757 5.247 1.843 0.000
C 2.239 5.033 1.647 0.001
C 1.093 5.117 0.862 -0.002
C -0.026 4.324 1.107 0.001
C -0.063 3.484 2.224 -0.002
C -1.331 2.824 2.673 0.000
C 1.087 3.391 3.002 0.002
C 2.216 4.133 2.712 -0.002
H 4.494 6.996 -0.137 0.000
H 2.751 7.024 -0.329 0.000
H 3.663 5.552 -0.702 -0.001
H 3.310 6.810 2.053 0.000
H 4.855 4.271 1.372 0.000
H 4.821 5.120 2.919 0.000
H 5.602 5.860 1.541 0.000
H 1.048 5.818 0.044 0.000
H -0.927 4.498 0.530 0.001
H -1.805 3.452 3.430 0.000
H -1.138 1.853 3.124 0.000
H -2.027 2.696 1.849 0.000
H 1.092 2.754 3.876 0.000
H 3.075 4.025 3.356 0.000
C 0.579 -0.025 -3.630 -0.001
C 0.692 -1.219 -2.740 -0.001
C 0.280 -2.456 -3.223 0.000
C 0.346 -3.596 -2.444 -0.001
C 0.802 -3.510 -1.139 0.000
C 1.221 -2.294 -0.638 -0.002
C 1.204 -1.151 -1.434 -0.006
P 1.753 0.451 -0.769 -0.020
C 2.426 0.024 0.886 0.004
C 1.536 0.277 1.930 0.003
C 1.840 -0.072 3.232 0.000
C 3.071 -0.641 3.511 0.001
C 3.979 -0.846 2.490 0.000
C 3.677 -0.538 1.168 0.001
C 4.683 -0.844 0.108 0.000
C 3.056 0.980 -1.920 -0.007
C 3.803 0.197 -2.788 0.000
C 4.651 0.807 -3.697 -0.006
C 4.741 2.191 -3.743 0.000
C 3.977 2.973 -2.901 -0.007
C 3.126 2.382 -1.969 -0.009
C 2.283 3.145 -1.038 -0.078
H -0.318 -0.096 -4.245 0.000
H 1.440 0.036 -4.297 0.000
H 0.533 0.904 -3.055 -0.001
H -0.090 -2.519 -4.237 0.000
H 0.045 -4.550 -2.856 0.000
H 0.847 -4.393 -0.517 0.000
H 1.575 -2.228 0.380 0.000
H 0.594 0.752 1.697 0.002
H 1.130 0.093 4.028 0.000
H 3.322 -0.933 4.520 0.000
H 4.945 -1.271 2.719 0.000
H 5.581 -1.271 0.547 0.000
H 4.957 0.059 -0.434 0.000
H 4.271 -1.559 -0.605 0.000
H 3.721 -0.881 -2.769 0.000
H 5.230 0.202 -4.377 0.000
H 5.414 2.657 -4.447 0.000
H 4.041 4.052 -2.953 0.000
H 2.179 4.177 -1.370 -0.005
H 2.712 3.117 -0.029 0.001
C -6.257 -1.118 -2.070 0.000
C -4.919 -1.451 -2.730 0.000
N -3.819 -0.831 -2.019 -0.001
C -3.376 0.381 -2.461 0.000
C -2.428 1.120 -1.827 0.000
C -1.931 2.408 -2.478 0.003
O -2.611 2.924 -3.342 0.006
O -0.798 2.843 -2.074 0.026
C -1.874 0.654 -0.596 -0.001
O -1.003 1.289 0.083 0.002
C -2.366 -0.614 -0.122 0.001
C -1.918 -1.084 1.117 0.000
C -2.354 -2.291 1.599 0.000
F -1.935 -2.673 2.839 0.000
C -3.210 -3.103 0.865 0.000
C -3.703 -2.615 -0.356 0.000
C -3.319 -1.367 -0.849 0.000
N -3.601 -4.403 1.289 0.000
C -2.713 -5.102 2.192 0.000
C -3.019 -6.594 2.101 0.000
N -4.431 -6.795 2.523 0.000
C -5.349 -6.040 1.629 0.000
C -4.982 -4.558 1.687 0.000
H -7.067 -1.640 -2.572 0.000
H -6.439 -0.048 -2.126 0.000
H -6.246 -1.404 -1.021 0.000
H -4.914 -1.076 -3.756 0.000
H -4.766 -2.531 -2.771 0.000
H -3.814 0.747 -3.378 0.000
H -1.245 -0.481 1.700 0.000
H -4.373 -3.256 -0.907 0.000
H -2.816 -4.777 3.242 0.000
H -1.682 -4.923 1.887 0.000
H -2.357 -7.168 2.750 0.000
H -2.909 -6.937 1.071 0.000
H -4.532 -6.425 3.480 0.000
H -4.671 -7.792 2.537 0.000
H -6.380 -6.203 1.947 0.000
H -5.216 -6.415 0.613 0.000
H -5.172 -4.168 2.704 0.000
H -5.616 -4.004 0.995 0.000
```

## Properties
- Spin multiplicity: 2
- Net charge: +1
- Gap between HOMO and LUMO (spin up / spin down): 5.84 / 5.50 eV
- Electronic energy: -4035.9611 a.u.

***

[2]
The following is a DFT calculation (wB97M-V/def2-TZVPD) of 8 unconnected molecules or ions with the total composition C47H52N3O12.

Structure (XYZ):
```
114
Properties=species:S:1:pos:R:3:mulliken_charge:R:1
C -1.797 2.223 1.084 -0.341
C -1.551 2.096 -0.371 -0.516
N -0.431 1.193 -0.635 1.061
C 0.280 1.209 -1.792 -1.319
C 0.924 0.007 -1.902 -1.194
N 0.758 -0.687 -0.718 1.254
C -0.298 0.017 -0.105 0.099
C 0.867 -2.145 -0.671 -1.370
H -2.735 2.933 1.469 0.000
H -0.989 2.508 1.732 0.061
H -2.016 1.337 1.628 0.201
H -1.390 3.156 -0.934 0.358
H -2.239 1.495 -0.748 0.463
H 0.295 2.078 -2.461 0.551
H 1.450 -0.243 -2.732 1.180
H -0.987 -0.268 0.793 -0.595
H 0.752 -2.635 -1.518 0.850
H 0.152 -2.542 0.041 -0.061
H 1.654 -2.410 0.000 0.276
N -1.788 -0.656 -4.214 -0.092
C -2.678 -1.049 -3.197 -0.298
C -3.988 -1.539 -3.669 -0.553
C -4.314 -1.596 -5.062 -0.503
C -3.288 -1.380 -5.990 -0.194
C -2.091 -0.921 -5.503 -0.762
H -2.452 -0.973 -2.179 0.679
H -4.809 -1.811 -3.014 0.357
H -5.277 -1.958 -5.476 0.331
H -3.664 -1.636 -6.875 0.562
H -1.472 -0.625 -6.230 0.469
C 2.213 4.375 2.369 -0.516
C 0.915 5.069 1.914 -0.377
C 0.442 5.052 0.597 0.258
C 1.382 4.479 -0.341 -0.937
C 2.573 3.731 -0.002 -0.490
C 3.012 3.741 1.415 0.663
O 4.128 3.074 1.863 -0.462
O -0.652 5.576 0.217 -0.519
H 2.352 4.351 3.457 0.251
H 0.234 5.383 2.686 0.509
H 1.196 4.422 -1.295 0.712
H 3.181 3.177 -0.719 0.466
H 4.231 3.220 2.803 0.313
H -1.177 5.769 1.014 0.142
C 5.996 -1.403 -2.512 -0.719
C 7.139 -0.536 -1.855 -1.043
C 6.672 0.459 -1.072 0.725
C 5.274 0.670 -0.807 -1.404
C 4.295 -0.175 -1.422 0.057
C 4.654 -1.179 -2.360 0.283
O 3.759 -1.943 -2.997 -0.221
O 7.473 1.289 -0.309 -0.483
H 6.303 -2.308 -2.977 0.379
H 8.186 -0.474 -2.169 0.318
H 4.983 1.348 -0.211 1.007
H 3.322 0.087 -1.187 0.486
H 4.104 -2.390 -3.739 0.301
H 8.360 1.026 -0.358 0.297
C -1.558 -3.185 2.618 -0.388
C -2.409 -1.903 2.766 -0.374
C -3.201 -1.524 1.762 0.325
C -3.475 -2.450 0.613 -0.452
C -2.556 -3.486 0.421 -0.461
C -1.639 -3.872 1.451 0.553
O -1.074 -5.049 1.298 -0.416
O -3.957 -0.364 1.823 -0.510
H -1.015 -3.278 3.680 0.101
H -2.502 -1.227 3.595 0.296
H -4.232 -2.214 -0.239 0.269
H -2.374 -4.026 -0.427 0.505
H -0.837 -5.474 2.000 0.258
H -4.072 -0.027 2.575 0.282
C 1.644 -2.033 4.360 -0.536
C 0.893 -0.742 4.492 -0.681
C 1.178 0.137 3.513 0.120
C 2.322 0.042 2.699 -0.472
C 3.143 -1.111 2.682 -0.391
C 2.853 -2.134 3.588 0.485
O 3.596 -3.302 3.763 -0.526
O 0.421 1.344 3.357 -0.233
H 1.609 -2.820 5.330 0.189
H 0.193 -0.462 5.121 0.794
H 2.418 0.919 2.069 0.436
H 3.867 -1.147 1.801 0.347
H 4.132 -3.354 3.054 0.294
H -0.076 1.703 4.114 0.237
C 1.192 -4.437 -4.069 -0.272
C 2.423 -5.313 -3.730 -0.610
C 2.289 -6.275 -2.796 0.761
C 1.081 -6.499 -2.105 -0.769
C -0.071 -5.782 -2.424 -0.313
C -0.056 -4.712 -3.345 0.162
O -1.195 -3.930 -3.522 -0.482
O 3.329 -6.825 -2.219 -0.521
H 1.269 -3.601 -4.837 0.298
H 3.380 -5.005 -4.311 0.229
H 0.990 -7.368 -1.487 0.461
H -0.930 -6.009 -1.880 0.472
H -1.263 -3.233 -4.370 0.257
H 4.181 -6.660 -2.588 0.299
C -5.758 6.598 2.125 -0.368
C -4.298 6.728 2.368 -0.652
C -3.672 5.413 2.832 0.474
C -4.466 4.373 3.104 -0.208
C -5.880 4.416 2.907 -0.871
C -6.532 5.418 2.320 0.295
O -7.839 5.384 1.938 -0.551
O -2.241 5.342 2.900 -0.440
H -6.033 7.549 1.731 0.350
H -3.856 7.700 2.012 0.337
H -4.128 3.464 3.586 0.424
H -6.360 3.600 2.994 0.564
H -8.413 4.850 2.553 0.339
H -1.861 4.790 3.679 0.330
```

## Properties
- Net charge: +1
- Gap between HOMO and LUMO: 7.82 eV
- Electronic energy: -2888.5687 a.u.

***

[3]
The following is a DFT calculation (wB97M-V/def2-TZVPD) of a molecular structure, C47H53CsN4O3P2S.

Structure (XYZ):
```
111
Properties=species:S:1:pos:R:3:mulliken_charge:R:1
Cs 1.756 -0.399 -0.984 1.675
O -2.156 -1.027 2.702 -0.442
C -3.262 -1.590 2.421 -0.284
C -3.946 -2.464 3.321 -0.792
C -5.131 -3.091 2.982 -0.347
C -5.719 -2.904 1.728 -0.870
C -5.070 -2.071 0.820 0.263
C -3.886 -1.423 1.139 -0.113
C -3.252 -0.496 0.169 0.022
N -2.766 -0.763 -0.965 -0.132
C -2.692 -2.158 -1.381 -0.815
C -1.296 -2.430 -1.918 -0.279
N -1.141 -1.981 -3.292 -0.123
C -0.348 -2.595 -4.073 -0.737
C 0.572 -3.729 -3.837 0.814
C 0.602 -4.732 -4.808 -0.377
C 1.416 -5.845 -4.706 -0.762
C 2.263 -5.936 -3.594 -0.504
C 2.296 -4.942 -2.644 -0.736
C 1.477 -3.772 -2.724 -0.178
O 1.578 -2.822 -1.876 -0.350
H -3.495 -2.632 4.293 0.342
H -5.610 -3.745 3.705 0.355
H -6.646 -3.398 1.464 0.352
H -5.498 -1.915 -0.167 0.356
H -3.195 0.551 0.481 0.207
H -3.422 -2.348 -2.172 0.213
H -2.896 -2.845 -0.548 0.556
H -1.053 -3.494 -1.815 0.439
H -0.605 -1.889 -1.282 -0.341
H -0.375 -2.253 -5.114 0.437
H -0.056 -4.629 -5.668 0.381
H 1.405 -6.616 -5.465 0.341
H 2.916 -6.796 -3.487 0.369
H 2.978 -5.004 -1.804 0.364
C 2.060 -3.917 3.151 -1.659
C 2.433 -2.774 2.212 1.172
C 3.322 -3.266 1.074 -1.257
C 3.104 -1.635 2.973 0.043
C 2.212 -1.029 4.076 -0.673
O 2.294 0.391 3.850 -0.337
C 2.854 0.526 2.617 -0.223
N 3.363 -0.499 2.075 -0.438
C 2.739 1.877 2.028 0.498
C 3.859 2.482 1.479 -0.767
C 3.754 3.731 0.883 -0.586
C 2.530 4.380 0.886 -0.647
C 1.402 3.763 1.416 -0.152
C 1.471 2.491 1.971 -0.216
P 0.005 1.408 2.326 1.261
C -1.376 2.382 1.587 0.388
C -1.387 2.617 0.209 0.805
C -2.448 3.277 -0.392 -0.504
C -3.540 3.684 0.363 -1.074
C -3.556 3.430 1.724 -0.690
C -2.483 2.791 2.330 -0.721
C -0.305 1.727 4.113 0.262
C 0.178 2.855 4.774 -0.124
C -0.061 3.034 6.128 -0.730
C -0.789 2.088 6.838 -0.541
C -1.277 0.963 6.184 -0.755
C -1.033 0.775 4.828 -0.289
H 1.589 -4.726 2.591 0.418
H 1.360 -3.603 3.928 0.368
H 2.957 -4.319 3.635 0.375
H 1.509 -2.355 1.796 -0.129
H 4.149 -3.867 1.468 0.387
H 3.748 -2.425 0.528 0.291
H 2.755 -3.868 0.364 0.145
H 4.062 -1.994 3.374 0.484
H 2.544 -1.234 5.092 0.282
H 1.164 -1.322 3.964 0.265
H 4.799 1.945 1.473 0.402
H 4.607 4.167 0.378 0.443
H 2.436 5.351 0.414 0.387
H 0.441 4.261 1.348 0.477
H -0.561 2.272 -0.405 0.062
H -2.439 3.451 -1.461 0.188
H -4.378 4.177 -0.114 0.337
H -4.411 3.721 2.322 0.388
H -2.520 2.592 3.392 0.323
H 0.753 3.595 4.228 0.301
H 0.324 3.914 6.631 0.386
H -0.975 2.226 7.897 0.345
H -1.854 0.226 6.729 0.449
H -1.448 -0.084 4.289 0.426
C -2.492 2.208 -4.764 -1.572
C -1.907 1.301 -3.685 -0.242
P -0.106 1.458 -3.313 0.934
C 0.596 1.032 -4.968 -0.548
C 2.127 1.004 -4.993 -1.186
C 0.128 3.302 -3.299 -0.793
C 1.380 3.737 -2.538 -0.410
H -3.566 2.031 -4.871 0.451
H -2.033 2.027 -5.738 0.315
H -2.356 3.266 -4.527 0.283
H -2.045 0.245 -3.926 0.355
H -2.432 1.425 -2.736 -0.151
H 0.215 1.726 -5.723 0.393
H 0.200 0.042 -5.204 0.236
H 2.559 1.979 -4.757 0.266
H 2.491 0.711 -5.980 0.417
H 2.531 0.294 -4.268 0.197
H -0.756 3.730 -2.817 0.169
H 0.143 3.684 -4.324 0.641
H 1.334 3.412 -1.496 -0.175
H 1.490 4.825 -2.542 0.480
H 2.292 3.314 -2.957 -0.197
S 5.547 3.869 -2.665 -0.557
C 4.772 2.452 -2.311 0.180
N 4.207 1.460 -2.065 -0.637
```

## Properties
- Net charge: -2
- Gap between HOMO and LUMO: 5.80 eV
- Electronic energy: -3368.6713 a.u.

***

[4]
The following is a DFT calculation (wB97M-V/def2-TZVPD) of a molecular structure, C47H54As2Cl2N3O9S2Si2Sn.

Structure (XYZ):
```
122
Properties=species:S:1:pos:R:3:mulliken_charge:R:1
Sn 1.246 -0.056 -0.365 0.746
C -7.867 1.978 -0.962 -1.524
C -6.381 2.152 -1.168 1.306
C -5.636 1.058 -1.586 -0.986
C -4.254 1.137 -1.667 0.236
C -3.617 2.383 -1.487 0.123
C -4.405 3.518 -1.234 -0.875
C -5.765 3.401 -1.045 -0.848
S -1.852 2.610 -1.451 1.098
O -1.490 3.147 -0.130 -0.512
O -1.515 3.386 -2.631 -0.783
N -1.367 1.064 -1.560 0.126
C -1.250 0.542 -2.888 -0.093
C 0.090 -0.236 -3.067 -0.335
O 0.706 -0.147 -4.146 -0.645
O 0.426 -1.002 -2.061 -0.476
H -8.109 1.186 -0.266 0.327
H -8.342 1.716 -1.929 0.331
H -8.332 2.893 -0.601 0.350
H -6.081 0.086 -1.716 0.414
H -3.697 0.223 -1.912 0.021
H -3.901 4.469 -1.156 0.435
H -6.317 4.299 -0.727 0.242
H -1.326 1.344 -3.656 0.465
H -2.121 -0.180 -3.070 0.012
O -2.687 -0.506 0.561 0.237
H -2.345 0.083 -0.144 -0.193
H -3.656 -0.392 0.574 0.105
O 4.447 -0.946 1.700 -0.513
S 3.680 -1.996 1.046 0.138
N 2.507 -1.789 0.120 -0.246
C -3.707 2.377 2.953 -0.782
Si -2.168 2.847 4.032 0.459
C -2.384 2.367 5.840 -1.046
C -1.688 4.658 3.741 -1.156
As -0.492 1.311 3.044 0.422
Si 1.658 1.884 4.084 0.429
C 3.003 2.442 2.843 -0.802
C 2.280 0.169 4.745 -1.104
C 1.566 3.183 5.494 -1.080
H -4.574 2.957 3.264 0.465
H -3.907 1.292 2.950 0.183
H -3.518 2.684 1.880 -0.005
H -3.251 2.890 6.243 0.405
H -1.507 2.757 6.379 0.232
H -2.500 1.303 6.061 0.261
H -2.285 5.031 2.890 0.338
H -0.630 4.821 3.489 0.317
H -1.874 5.224 4.673 0.337
H 3.280 1.625 2.161 0.050
H 3.920 2.655 3.427 0.365
H 2.690 3.320 2.275 0.309
H 2.697 -0.489 3.966 0.192
H 1.538 -0.380 5.321 0.255
H 3.148 0.418 5.363 0.445
H 0.950 4.058 5.211 0.265
H 2.573 3.555 5.613 0.365
H 1.125 2.848 6.433 0.310
Cl -3.750 -5.340 2.793 -0.209
C -4.125 -4.472 1.349 0.711
C -5.472 -4.354 1.023 -0.491
C -5.826 -3.734 -0.173 -0.818
C -4.835 -3.258 -1.033 -0.360
C -3.485 -3.364 -0.737 0.248
Cl -2.341 -2.888 -1.890 -0.092
C -3.112 -3.900 0.537 -0.208
N -1.800 -3.638 0.921 0.646
C -1.064 -4.385 1.861 -0.435
C -0.548 -5.621 1.426 -0.316
C 0.328 -6.326 2.242 -0.746
C 0.687 -5.832 3.489 -0.631
C 0.176 -4.630 3.945 -0.663
C -0.710 -3.912 3.141 0.899
C -1.356 -2.654 3.660 -1.368
C -0.657 -1.303 3.291 0.682
O -1.182 -0.266 3.944 -0.573
O 0.268 -1.275 2.484 0.000
H -6.212 -4.725 1.728 0.420
H -6.872 -3.557 -0.408 0.355
H -5.145 -2.711 -1.926 0.378
H -1.530 -2.649 0.850 -0.202
H -0.795 -5.976 0.430 0.449
H 0.741 -7.251 1.898 0.433
H 1.368 -6.396 4.102 0.413
H 0.339 -4.306 4.969 0.404
H -1.460 -2.664 4.776 0.601
H -2.373 -2.533 3.196 0.090
O 2.529 0.759 -1.666 0.172
As 3.613 0.401 -3.028 0.682
C 3.523 -1.311 -3.947 -0.013
C 4.482 -1.514 -4.929 -0.197
C 4.579 -2.729 -5.616 -0.753
C 3.696 -3.762 -5.295 -0.413
C 2.731 -3.564 -4.327 -0.738
C 2.647 -2.380 -3.647 0.036
C 5.378 0.510 -2.310 0.560
C 6.075 1.677 -1.919 -0.166
C 7.221 1.573 -1.139 -0.793
C 7.598 0.340 -0.605 -0.346
C 6.923 -0.820 -0.954 -0.784
C 5.867 -0.725 -1.845 -0.646
C 3.234 1.889 -4.166 0.215
C 3.280 3.147 -3.604 -0.410
C 3.249 4.295 -4.410 -0.927
C 3.115 4.163 -5.779 -0.372
C 2.988 2.880 -6.350 -0.689
C 2.997 1.747 -5.537 -0.002
H 5.145 -0.665 -5.178 0.380
H 5.369 -2.902 -6.366 0.347
H 3.781 -4.694 -5.848 0.366
H 2.028 -4.399 -4.064 0.360
H 1.841 -2.233 -2.951 0.439
H 5.770 2.665 -2.264 0.399
H 7.834 2.448 -1.017 0.421
H 8.496 0.265 0.033 0.336
H 7.204 -1.777 -0.507 0.395
H 5.415 -1.638 -2.175 0.419
H 3.367 3.236 -2.505 0.395
H 3.325 5.260 -3.921 0.398
H 3.101 5.012 -6.451 0.382
H 2.851 2.785 -7.423 0.387
H 2.760 0.749 -5.927 0.428
```

## Properties
- Net charge: -1
- Gap between HOMO and LUMO: 6.57 eV
- Electronic energy: -9646.5376 a.u.

***

> What is the net charge in the second record?

+1